Record 1
The following is a DFT calculation (ωB97M-V with the def2-TZVPD basis set) of C32H27IrN3O6PS as an isolated structure at a distorted geometry.

```
71
Properties=species:S:1:pos:R:3:forces:R:3
Ir 0.244 0.775 -0.176 -1.167 0.382 -1.577
S 0.956 1.675 -2.769 -0.451 -0.739 -0.136
P -1.549 2.171 -0.968 0.547 0.572 0.420
O 0.795 1.865 1.299 0.164 0.689 0.832
O -1.522 0.373 0.820 -0.031 -0.344 0.516
O -1.759 -1.154 4.789 0.097 0.048 -0.178
O 1.788 1.410 -3.892 0.363 0.299 0.164
O -0.104 0.653 -2.525 0.247 -0.198 -0.113
O 1.628 1.788 -1.417 -0.018 -0.346 0.017
N -0.444 -0.665 2.545 -0.007 0.140 -0.162
N 0.514 -0.671 1.609 0.537 -0.076 0.103
N 1.931 -0.797 -0.497 0.762 0.087 -0.029
C 2.637 -0.885 -1.630 -0.326 -0.052 0.127
C 3.806 -1.720 0.679 0.027 -0.080 0.042
C 0.653 4.164 -3.811 -0.100 -0.128 -0.037
C -3.739 4.658 2.174 0.008 0.000 0.029
C -2.417 3.108 0.291 -0.057 0.019 0.102
C -2.696 0.057 2.893 -0.016 0.060 -0.099
C -4.659 -0.250 -3.287 -0.029 -0.026 -0.033
C -4.421 4.206 1.053 0.015 -0.030 -0.041
C -2.400 4.338 2.353 -0.017 -0.002 -0.001
C 2.511 -1.243 0.637 -0.077 0.002 -0.182
C 3.934 -1.364 -1.672 0.021 -0.052 -0.055
C -2.838 1.316 -3.262 -0.106 0.064 0.044
C -3.765 3.426 0.111 0.015 0.036 -0.002
C 2.113 2.402 1.267 -0.225 -0.274 0.357
C -5.004 0.348 4.432 -0.082 0.006 0.010
C -2.772 1.213 -1.871 0.002 -0.283 0.028
C -1.731 3.567 1.414 -0.076 0.051 0.043
C -1.081 5.655 -3.073 0.016 0.008 -0.024
C -3.816 0.749 2.403 0.116 -0.023 0.062
C -0.947 3.451 -2.116 0.060 -0.044 -0.064
C -3.647 0.358 -1.194 0.000 0.038 -0.152
C -3.785 0.590 -3.963 -0.007 0.008 -0.015
C 1.635 -1.228 1.796 0.085 -0.219 0.195
C -4.957 0.900 3.150 -0.044 0.006 0.032
C 0.146 3.206 -2.950 -0.016 0.242 0.042
C -2.756 -0.485 4.196 0.019 -0.010 -0.047
C -1.561 4.695 -2.189 0.065 0.017 0.001
C -1.503 -0.068 2.053 -0.230 0.046 -0.005
C -3.924 -0.331 4.945 -0.045 0.015 0.025
C 4.539 -1.762 -0.494 0.112 -0.039 -0.013
C 0.020 5.397 -3.874 -0.033 0.059 0.001
C -4.589 -0.367 -1.907 0.026 0.036 0.008
H -0.694 3.300 1.564 -0.044 -0.006 -0.027
H -4.255 5.260 2.911 0.015 -0.019 -0.010
H -3.945 -0.760 5.938 0.003 0.006 -0.020
H 5.562 -2.114 -0.489 -0.033 0.000 -0.006
H -5.395 -0.819 -3.841 0.011 0.012 0.011
H 2.192 2.977 2.189 0.063 -0.003 0.065
H -1.575 6.616 -3.130 0.015 -0.012 0.010
H -4.303 3.069 -0.759 -0.002 -0.007 0.006
H -5.269 -1.024 -1.380 0.015 0.005 0.002
H 2.884 1.622 1.286 -0.053 -0.065 -0.046
H 0.390 6.157 -4.550 -0.007 -0.017 0.012
H 1.892 -1.724 2.727 0.009 0.037 0.004
H -3.758 1.186 1.420 -0.010 0.083 0.115
H -2.161 1.967 -3.797 -0.020 -0.022 -0.020
H -1.874 4.684 3.234 -0.009 -0.001 -0.018
H -5.464 4.454 0.911 0.009 0.000 0.001
H -2.406 4.923 -1.554 0.011 0.005 -0.021
H 2.140 -0.591 -2.543 0.025 0.046 0.020
H 4.450 -1.413 -2.620 -0.009 0.001 0.008
H -3.586 0.254 -0.124 -0.028 -0.072 -0.144
H -3.839 0.679 -5.040 0.004 -0.001 0.014
H 2.310 3.065 0.433 -0.103 0.097 -0.238
H -5.899 0.452 5.032 0.022 0.009 -0.008
H -0.996 -1.175 4.177 0.002 -0.032 0.047
H -5.803 1.444 2.752 0.011 -0.013 0.002
H 1.514 3.934 -4.426 -0.028 0.003 0.013
H 4.225 -2.051 1.620 -0.009 0.000 -0.004
```
Positions in Å, forces in eV/Å.

Results
- net charge = +1
- 2S+1 = 2
- expectation value of S² = 0.76
- maximum force (hartree/bohr) = 0.039
- HOMO level (alpha / beta) (eV) = -10.7 / -10.7
- molar mass (g/mol) = 804.841
- relative energy (zero: lowest compared OMol25 entry of this formula, charge and spin) (kJ/mol) = 240.93
- HOMO-LUMO gap (alpha / beta) (eV) = 6.835 / 6.296

=====

Record 2
The following is a DFT calculation (ωB97M-V with the def2-TZVPD basis set) of C32H27N2O3P2PdS3 as an isolated structure at a distorted geometry.

```
70
Properties=species:S:1:pos:R:3:forces:R:3
Pd -0.625 0.090 0.505 -0.285 2.123 -3.510
S -0.635 -1.122 2.806 0.472 0.659 0.345
S 1.547 -0.599 -0.394 0.169 -0.791 0.214
S -2.615 1.754 0.034 -0.465 -0.493 0.247
P 1.843 1.349 -0.363 0.643 0.371 -0.323
P -1.065 2.953 -0.034 -0.170 0.490 0.209
O -2.034 -0.773 2.559 0.041 -0.194 -0.020
O 0.203 0.112 2.762 -0.092 -0.797 0.928
O -0.139 -2.102 1.832 -0.210 -0.069 0.271
N -6.239 -2.781 0.019 -0.250 -0.010 0.052
N -1.760 -1.333 -0.755 0.000 -0.769 0.818
C -1.104 -2.417 -1.196 0.012 0.104 -0.103
C -0.495 -1.800 4.416 -0.047 -0.141 0.077
C 3.035 1.156 2.104 -0.014 -0.059 -0.073
C 3.739 3.855 2.176 0.016 -0.001 0.047
C -1.354 5.939 2.660 -0.010 0.013 0.022
C 4.265 2.925 -3.210 -0.048 -0.023 0.058
C -3.733 -2.661 -0.593 -0.053 0.027 -0.096
C 2.076 2.640 -4.176 -0.015 0.015 -0.012
C -1.710 -3.646 -1.370 -0.071 0.111 -0.079
C 0.154 5.778 -2.662 0.000 -0.016 -0.012
C 2.456 2.080 -1.869 0.071 0.015 -0.072
C 0.157 1.694 -0.042 -0.075 -0.737 0.834
C -0.526 5.507 3.688 0.027 -0.036 0.022
C 1.602 2.160 -2.970 -0.027 -0.018 0.021
C -0.614 5.486 -3.783 0.026 0.041 -0.029
C -3.050 -3.779 -1.056 0.081 0.007 0.000
C 3.636 1.689 3.233 0.022 -0.043 0.030
C -0.937 3.996 -1.476 0.003 0.038 -0.073
C 3.143 3.334 1.045 -0.022 -0.018 -0.050
C -1.704 3.703 -2.601 -0.006 0.013 0.023
C 3.405 3.022 -4.293 0.025 0.010 -0.051
C -1.543 4.457 -3.754 -0.020 -0.033 0.006
C -0.817 3.956 1.418 0.237 0.141 0.087
C 3.794 2.454 -1.995 0.009 0.004 0.020
C -0.008 5.037 -1.506 0.039 0.017 0.029
C 2.794 1.979 1.006 -0.070 0.170 0.158
C 3.981 3.031 3.271 -0.012 0.046 -0.035
C -5.127 -2.728 -0.250 0.245 0.026 -0.055
C 0.138 4.293 3.594 -0.040 0.061 -0.010
C -0.008 3.510 2.460 -0.020 -0.120 0.029
C -1.501 5.170 1.522 0.039 -0.026 -0.111
C -3.054 -1.459 -0.455 -0.051 0.071 -0.016
H -2.149 5.509 0.722 0.011 0.008 -0.034
H -0.649 -1.006 5.139 -0.055 0.052 0.007
H 2.740 0.116 2.075 -0.054 0.008 0.025
H 3.830 1.054 4.086 -0.008 -0.009 0.002
H 1.413 2.707 -5.026 -0.029 0.004 -0.031
H -0.406 6.118 4.572 -0.013 0.013 0.034
H 0.496 -2.231 4.523 0.032 -0.004 -0.004
H 4.469 2.372 -1.153 0.001 -0.005 0.017
H 4.439 3.443 4.159 0.033 0.008 0.022
H 0.764 3.949 4.406 0.019 -0.021 0.009
H -3.562 -4.725 -1.163 -0.007 -0.014 0.013
H 3.777 3.387 -5.241 0.001 0.022 -0.029
H 0.482 2.544 2.413 -0.034 -0.010 0.025
H -1.261 -2.564 4.518 0.020 -0.053 0.032
H 4.014 4.900 2.209 0.002 0.016 0.004
H -0.492 6.073 -4.683 0.002 0.013 -0.018
H -0.057 -2.276 -1.422 -0.012 -0.063 0.031
H 5.302 3.212 -3.311 0.044 0.007 -0.002
H -1.885 6.876 2.748 -0.015 0.027 -0.006
H 0.577 5.274 -0.625 0.004 -0.004 0.028
H -3.572 -0.582 -0.093 0.047 -0.108 0.072
H -1.132 -4.480 -1.738 0.019 -0.031 0.001
H 0.868 6.589 -2.690 0.021 0.019 0.006
H 0.571 1.840 -2.889 -0.060 -0.020 0.025
H -2.145 4.244 -4.626 -0.017 -0.009 -0.019
H -2.424 2.896 -2.566 -0.023 -0.035 0.004
H 2.954 3.977 0.194 -0.034 0.011 -0.031
```
Positions in Å, forces in eV/Å.

Results
- net charge = +1
- maximum force (hartree/bohr) = 0.080
- HOMO level (alpha / beta) (eV) = -11.6 / -11.6
- molar mass (g/mol) = 752.148
- relative energy (zero: lowest compared OMol25 entry of this formula, charge and spin) (kJ/mol) = 63.07
- HOMO-LUMO gap (alpha / beta) (eV) = 5.947 / 5.946

=====

Record 3
The following is a DFT calculation (ωB97M-V with the def2-TZVPD basis set) of C32H27N5OPRbSSe3Te as an isolated structure.

```
72
Properties=species:S:1:pos:R:3:forces:R:3
Te 1.618 0.137 -2.890 0.042 -0.062 -0.016
Rb -0.087 -0.851 0.234 0.180 -0.079 -0.015
Se 3.144 2.159 -2.468 -0.004 0.080 0.073
Se 3.854 1.894 -0.239 -0.082 0.057 -0.236
Se -0.095 1.017 -4.474 -0.049 -0.014 0.051
S -1.988 -3.809 0.153 0.184 0.265 -0.162
P -1.673 1.848 1.325 -0.108 0.042 0.033
O 2.013 1.455 2.175 -0.328 0.167 0.571
N -0.098 -3.660 -1.863 -0.019 0.089 0.041
N 2.668 -2.035 0.661 -0.044 -0.125 0.008
N 0.817 -3.202 -0.975 -0.146 -0.399 0.143
N -2.237 -3.828 -2.504 -0.268 -0.109 0.036
N 0.810 2.032 2.414 -0.068 0.026 -0.144
C 2.478 -4.580 -2.124 -0.011 0.002 0.010
C -1.910 2.636 2.972 -0.084 -0.042 -0.132
C -2.385 3.574 5.584 0.139 -0.048 -0.018
C 0.069 5.043 -1.476 0.039 0.060 -0.064
C -1.346 -3.728 -1.452 0.163 0.003 0.015
C -0.361 3.822 -1.972 0.016 -0.026 0.088
C -0.879 2.648 3.929 0.405 -0.150 0.106
C -0.628 4.407 0.734 0.066 0.005 -0.033
C -0.905 2.884 -1.107 -0.021 -0.001 -0.082
C -3.401 1.740 0.709 -0.061 0.007 0.039
C 3.347 -6.462 -3.989 -0.003 -0.009 -0.015
C -1.132 3.104 5.219 -0.156 0.104 0.126
C -4.049 0.515 0.853 -0.002 -0.062 0.017
C 2.769 -5.272 -4.411 0.005 -0.020 -0.014
C 4.950 -1.442 1.082 0.028 -0.068 -0.029
C 4.420 -3.015 -0.628 0.041 -0.027 -0.060
C 5.367 -2.293 0.077 -0.017 0.047 0.086
C -5.362 2.602 -0.406 -0.029 -0.017 -0.019
C 3.491 -6.713 -2.632 -0.004 0.030 -0.003
C -1.034 3.169 0.250 -0.030 0.073 0.104
C -4.070 2.778 0.063 0.012 0.037 -0.057
C 2.332 -4.337 -3.487 -0.011 0.040 -0.003
C -6.004 1.380 -0.241 -0.005 0.003 -0.008
C 2.033 -3.575 -1.120 0.172 0.305 0.023
C 3.062 -5.770 -1.707 -0.019 -0.083 -0.016
C -0.070 5.340 -0.129 -0.005 0.005 0.036
C -5.345 0.334 0.386 0.014 0.021 -0.014
C -3.159 3.112 3.359 -0.183 0.077 0.025
C 0.475 2.151 3.635 -0.043 -0.092 -0.303
C 3.587 -1.350 1.327 0.019 0.005 -0.060
C 3.071 -2.865 -0.313 -0.123 -0.089 -0.113
C -3.402 3.579 4.644 -0.026 0.017 -0.080
H -0.251 3.555 -3.013 0.062 -0.041 -0.065
H -1.223 1.932 -1.529 0.070 0.007 0.033
H 3.683 -7.192 -4.715 0.002 -0.010 -0.011
H -1.912 -3.384 -3.351 -0.010 -0.014 -0.005
H 0.543 5.754 -2.143 -0.024 0.013 0.004
H 0.277 6.290 0.261 -0.003 0.004 -0.009
H 1.156 1.879 4.443 -0.048 -0.014 0.012
H -4.389 3.940 4.906 -0.021 0.001 0.002
H 3.935 -7.640 -2.292 0.017 -0.019 0.005
H -2.563 3.928 6.592 0.005 0.001 0.004
H 3.212 -0.658 2.071 0.011 0.004 0.051
H 2.652 -5.070 -5.468 0.005 0.002 -0.033
H -0.326 3.089 5.943 0.016 0.003 0.016
H -3.969 3.105 2.638 0.045 0.021 0.106
H -0.715 4.634 1.789 -0.001 -0.001 0.018
H -3.530 -0.321 1.310 0.000 0.029 -0.002
H 3.178 -5.957 -0.647 -0.003 -0.002 0.028
H -3.191 -3.642 -2.242 0.072 -0.006 -0.025
H -5.861 3.412 -0.922 -0.018 0.012 0.000
H 1.873 -3.411 -3.809 0.007 0.009 -0.005
H 2.275 1.715 1.235 0.271 -0.074 -0.139
H 4.714 -3.660 -1.445 0.002 0.022 0.039
H 5.643 -0.820 1.630 0.008 0.017 0.007
H 6.415 -2.374 -0.183 0.026 0.002 0.004
H -3.558 3.719 -0.098 -0.022 0.009 0.023
H -7.006 1.238 -0.626 -0.019 -0.002 -0.001
H -5.818 -0.634 0.486 -0.023 -0.016 0.010
```
Positions in Å, forces in eV/Å.

Results
- net charge = -2
- maximum force (hartree/bohr) = 0.013
- HOMO level (eV) = -0.6
- molar mass (g/mol) = 1010.591
- relative energy (zero: lowest compared OMol25 entry of this formula, charge and spin) (kJ/mol) = 97.86
- HOMO-LUMO gap (eV) = 4.244